Formula: C23H25CaFN4O6
Source: the OMol25 dataset
Level of theory: ωB97M-V/def2-TZVPD

Results
LUMO energy in eV: -4.888
Molar mass in g mol⁻¹: 512.6
Energy above the lowest of the compared OMol25 structures with the same formula, charge and spin in eV: 1.432
Total charge: +2

The geometry in XYZ format:
```
60
Properties=species:S:1:pos:R:3:forces:R:3
Ca -0.12708 0.30812 -3.56174 0.199 -0.174 -0.615
O -1.42753 0.09181 -6.47757 0.537 -0.537 -0.894
C -0.93910 -0.12865 -7.58726 0.445 0.755 0.722
O 1.02627 1.29633 -5.94004 0.079 0.149 -1.288
C 1.01169 1.36516 -7.16666 -0.534 -0.266 -0.628
O 1.84767 2.10892 -7.92598 -0.706 -0.545 -0.228
N 0.14875 0.66041 -8.05333 -0.210 0.083 1.059
C 1.42873 2.04513 -9.36316 0.018 0.587 0.491
C 0.54919 0.82088 -9.47019 0.171 -0.900 0.689
H 2.31563 1.99831 -10.00635 -0.180 0.084 0.512
H 0.83801 2.94335 -9.59149 0.421 -0.094 0.287
H 1.13402 -0.05986 -9.78207 -0.268 0.267 -0.023
H -0.32141 0.94713 -10.12867 0.343 0.056 0.288
C -1.35243 -1.18965 -8.52780 -0.998 -0.739 0.043
C -2.50202 -1.87148 -8.30883 0.987 0.506 -0.349
H -0.68541 -1.43226 -9.37481 -0.539 0.170 0.609
H -3.15290 -1.61452 -7.46318 0.316 -0.173 -0.435
H -2.78212 -2.68158 -8.99193 -0.012 0.362 0.415
F -0.54488 3.50658 2.75482 0.140 -0.906 0.132
C -0.32295 2.16146 2.58778 0.040 0.469 -0.320
C -0.30534 1.67887 1.29809 0.084 -0.633 0.315
C -0.04498 0.30340 1.05496 0.049 -0.111 0.654
C 0.00769 -0.20259 -0.31839 0.142 -1.110 -0.877
O -0.17447 0.57573 -1.32496 0.057 -0.179 0.899
C 0.28434 -1.63260 -0.47925 0.152 0.482 0.658
C 0.48211 -2.40498 0.67153 -0.737 1.154 0.195
N 0.37180 -1.93782 1.96897 -0.890 1.571 -3.341
C 0.53778 -2.79483 3.04518 0.999 -0.602 2.963
C 0.68608 -4.24981 2.99432 0.113 -1.494 -1.376
C 1.92179 -3.44536 3.12391 0.315 0.591 0.460
C 0.17521 -0.55589 2.19057 -0.004 -0.028 -1.036
C 0.18636 -0.01610 3.48968 -0.290 0.713 -0.110
C -0.06601 1.35609 3.72935 -0.069 -1.003 -0.817
N -0.06748 1.85900 5.02676 0.442 -0.152 0.658
C 0.84879 1.34514 6.04860 -0.043 0.169 -0.523
C 0.08274 0.78802 7.22425 -0.349 -0.252 -0.143
N -0.83165 1.86923 7.69092 0.106 0.513 1.859
C -1.75691 2.43274 6.68430 -0.323 -0.339 -0.543
C -0.93356 2.91852 5.51342 0.335 0.058 -0.468
C 0.40228 -2.40436 -1.85171 0.057 0.016 0.840
O 0.64072 -3.60428 -1.71928 -0.378 1.761 -1.118
O 0.22998 -1.66430 -2.93327 0.309 -1.387 1.226
H -0.48309 2.33734 0.44464 0.095 -0.161 0.397
H 0.68830 -3.47085 0.57005 -0.057 0.386 -0.147
H -0.08186 -2.60229 3.90033 0.379 1.058 0.405
H 0.58681 -4.87096 3.87965 -1.037 0.383 -0.096
H 0.26807 -4.64742 2.08025 0.790 -0.816 -0.129
H 2.59812 -3.27396 2.29600 -0.288 0.186 -0.173
H 2.43885 -3.44971 4.07687 -0.130 -0.316 -0.050
H 0.36239 -0.68888 4.32192 -0.045 0.258 -0.108
H 1.51113 2.15630 6.40387 -0.119 -0.141 -0.136
H 1.48289 0.56115 5.64533 0.073 0.091 -0.105
H -0.59442 -0.01420 6.93818 0.216 -0.251 -0.130
H 0.71889 0.46230 8.05917 -0.213 0.235 -0.238
H -1.36924 1.54388 8.50025 0.046 -0.034 -0.088
H -0.25882 2.63232 8.05236 0.150 0.163 0.104
H -2.37187 3.22111 7.13346 0.278 -0.185 0.023
H -2.38545 1.59267 6.40347 -0.264 0.063 -0.225
H -0.32484 3.78331 5.81490 -0.128 0.038 -0.028
H -1.60535 3.23848 4.72978 -0.074 0.148 -0.115
```
Forces are in eV/Å.

***

Formula: C18H20N4
Source: the OMol25 dataset
Level of theory: ωB97M-V/def2-TZVPD

Results
LUMO energy in eV: -1.584
Molar mass in g mol⁻¹: 292.4
Energy above the lowest of the compared OMol25 structures with the same formula, charge and spin in eV: 3.279

The geometry in XYZ format:
```
42
Properties=species:S:1:pos:R:3:forces:R:3
C -3.25549 -2.78729 0.99033 -0.070 0.011 0.006
C -3.10105 -1.56174 0.09284 0.198 -0.226 -0.169
C -2.05076 -0.59721 0.63854 -0.332 0.445 0.168
N -0.76263 -1.28445 0.87579 1.366 0.893 0.033
C 0.38226 -0.70915 0.54694 -1.401 -0.540 0.256
C 1.66568 -1.37150 0.61049 1.280 -0.952 0.199
C 1.81852 -2.75296 0.29848 -0.031 0.503 0.266
C 3.05508 -3.37936 0.43137 -0.018 0.216 -0.010
C 4.17453 -2.65120 0.85926 -0.430 0.330 0.015
C 4.05054 -1.28044 1.13475 -0.001 -0.315 -0.092
C 2.82204 -0.64080 0.98969 -0.712 -0.159 -0.200
C -0.88292 -2.45277 1.76630 -0.174 -0.631 0.119
C -1.90464 -3.45101 1.23787 -0.043 -0.150 -0.191
H -3.69124 -2.48459 1.95093 0.007 -0.046 -0.074
H -3.93999 -3.50449 0.52829 0.025 0.092 0.109
H -2.80806 -1.87951 -0.91569 -0.046 0.087 0.095
H -4.05533 -1.03221 0.00384 0.222 0.013 -0.010
H -1.88968 0.24401 -0.04109 0.188 -0.074 0.114
H -2.40486 -0.21057 1.60826 0.216 -0.042 -0.186
H 0.33777 0.34349 0.23439 -0.216 0.061 -0.476
H 0.95428 -3.32504 -0.05110 0.340 0.204 0.054
H 3.14292 -4.44350 0.20463 0.009 0.357 0.020
H 5.13968 -3.14820 0.96908 -0.295 0.169 -0.034
H 4.92407 -0.71291 1.46013 -0.299 -0.145 -0.140
H 2.71290 0.42886 1.17765 0.138 -0.274 -0.029
H 0.07782 -2.94833 1.91491 -0.142 0.391 -0.018
H -1.23994 -2.08577 2.74373 0.171 0.147 -0.318
H -2.00326 -4.26954 1.95981 0.065 0.136 -0.089
H -1.53681 -3.89056 0.30155 -0.004 0.047 0.097
C -0.02404 5.89229 -1.04943 -0.049 -0.496 0.510
C -0.09985 4.63924 -0.43416 0.035 0.205 -0.238
C -0.04878 3.50118 -1.25147 0.097 -0.665 -0.955
C 0.06165 3.63844 -2.67110 -0.062 -1.271 1.040
C 0.13365 4.89773 -3.27831 -0.006 0.191 0.277
C 0.09641 6.02137 -2.45070 0.015 -0.404 -0.559
N 0.09297 2.35666 -3.19699 -0.114 -0.053 0.999
N 0.00694 1.51140 -2.16380 0.047 1.435 -0.113
N -0.07738 2.14322 -0.97276 0.033 0.476 -0.579
H -0.05742 6.80206 -0.44425 0.008 -0.322 -0.135
H -0.19445 4.48179 0.63828 0.022 0.401 -0.071
H 0.21846 4.92987 -4.36271 0.003 0.316 0.188
H 0.16042 7.02352 -2.88454 -0.038 -0.360 0.122
```
Forces are in eV/Å.

***

Formula: C3H7NO3
Source: the OMol25 dataset
Level of theory: ωB97M-V/def2-TZVPD

Results
LUMO energy in eV: 0.617
Molar mass in g mol⁻¹: 105.1
Energy above the lowest of the compared OMol25 structures with the same formula, charge and spin in eV: 4.389

The geometry in XYZ format:
```
14
Properties=species:S:1:pos:R:3:forces:R:3
C -0.43670 0.71646 1.42892 -0.121 0.042 -1.353
C -1.33285 -0.87389 -0.78022 -0.223 -0.025 0.130
C 1.22008 0.33018 0.09531 0.529 0.025 0.957
O -0.84644 0.39203 -0.45999 0.045 0.080 0.841
O 1.51626 1.56057 -0.30800 -0.195 -0.394 -0.092
O 1.86151 -0.62831 -0.56957 -0.323 0.447 -0.009
N 0.71310 0.05156 1.30319 0.465 -0.406 -0.528
H 1.76292 1.55230 -1.24383 -0.016 -0.024 0.042
H 1.62550 -1.47067 -0.15199 -0.054 0.083 0.071
H -0.52890 1.76884 1.17232 -0.098 0.004 0.120
H -1.13881 0.31607 2.15866 -0.063 0.081 -0.165
H -2.41429 -0.84084 -0.96186 0.028 -0.123 -0.011
H -1.14967 -1.62338 0.01264 0.063 0.118 -0.034
H -0.85169 -1.25094 -1.69557 -0.037 0.092 0.031
```
Forces are in eV/Å.